# 1
{"formula": "C18H26O9PS2", "method": "ωB97M-V/def2-TZVPD", "gap_ha": 0.2944, "e_homo_ha": -0.46914, "total_charge": 1, "total_energy_ha": -2515.81907, "symbols": ["S", "P", "S", "C", "C", "C", "C", "C", "C", "H", "H", "H", "H", "H", "H", "H", "H", "C", "C", "C", "O", "C", "O", "O", "H", "H", "H", "H", "H", "H", "C", "C", "C", "O", "C", "O", "O", "H", "H", "H", "H", "H", "H", "C", "C", "C", "O", "C", "O", "O", "H", "H", "H", "H", "H", "H"], "positions_angstrom": [[5.486, 0.209, 2.643], [3.890, -0.133, 1.582], [2.087, 0.759, 2.434], [0.748, -0.546, 2.036], [-0.357, -0.339, 0.832], [-1.427, -1.555, 0.556], [-1.318, -2.903, 1.484], [-0.246, -3.130, 2.716], [0.827, -1.913, 2.997], [3.709, -1.579, 1.442], [3.957, 0.410, 0.220], [2.181, 0.840, 3.833], [-0.318, 0.664, 0.230], [-2.213, -1.428, -0.303], [-2.061, -3.802, 1.271], [-0.169, -4.079, 3.398], [1.628, -1.995, 3.847], [-3.589, 0.534, -5.263], [-2.897, 0.340, -3.925], [-3.402, -0.840, -3.151], [-3.178, -0.453, -1.808], [-3.200, 0.913, -1.787], [-3.240, 1.587, -0.768], [-3.171, 1.425, -3.052], [-4.474, 1.172, -5.172], [-2.910, 1.033, -5.964], [-3.878, -0.420, -5.714], [-1.811, 0.284, -4.066], [-2.848, -1.753, -3.387], [-4.473, -1.029, -3.286], [-2.250, 1.343, 3.656], [-1.559, 1.149, 4.994], [-2.063, -0.031, 5.768], [-1.839, 0.356, 7.111], [-1.861, 1.722, 7.132], [-1.901, 2.396, 8.150], [-1.833, 2.234, 5.867], [-3.135, 1.981, 3.746], [-1.571, 1.842, 2.955], [-2.539, 0.389, 3.205], [-0.472, 1.092, 4.853], [-1.509, -0.945, 5.532], [-3.134, -0.220, 5.633], [5.066, -0.425, -2.970], [4.385, 0.031, -4.248], [4.025, 1.487, -4.252], [2.896, 1.528, -5.104], [2.311, 0.295, -5.037], [1.206, 0.029, -5.485], [3.124, -0.600, -4.403], [4.340, -0.765, -2.223], [5.722, -1.277, -3.182], [5.687, 0.363, -2.535], [5.003, -0.225, -5.118], [4.833, 2.108, -4.652], [3.735, 1.871, -3.269]]}

---

# 2
{"formula": "C30H54ClN4O6S", "method": "ωB97M-V/def2-TZVPD", "gap_ha": 0.3035, "e_homo_ha": -0.41894, "total_charge": 1, "total_energy_ha": -2704.01877, "symbols": ["C", "C", "C", "C", "C", "C", "C", "C", "C", "C", "C", "C", "C", "C", "C", "N", "C", "C", "Cl", "C", "C", "C", "C", "C", "S", "C", "N", "N", "C", "O", "C", "C", "C", "O", "O", "C", "C", "O", "H", "H", "H", "H", "H", "H", "H", "H", "H", "H", "H", "H", "H", "H", "H", "H", "H", "H", "H", "H", "H", "H", "H", "H", "H", "H", "H", "H", "H", "H", "H", "H", "H", "H", "H", "H", "H", "H", "H", "H", "H", "H", "H", "H", "H", "H", "H", "H", "H", "H", "H", "C", "N", "O", "O", "H", "H", "H"], "positions_angstrom": [[-4.484, 0.617, 7.741], [-4.650, 1.030, 6.262], [-6.010, 1.675, 5.993], [-6.269, 1.991, 4.513], [-7.208, 0.969, 3.829], [-6.447, -0.247, 3.266], [-6.631, -0.451, 1.764], [-5.784, -1.634, 1.242], [-4.980, -1.336, -0.032], [-3.588, -1.983, -0.046], [-2.575, -1.191, -0.873], [-1.758, -0.212, -0.027], [-0.836, 0.637, -0.908], [0.216, 1.407, -0.081], [1.566, 0.709, 0.039], [1.632, -0.737, -0.343], [3.020, -1.136, 0.072], [3.444, -2.422, -0.612], [4.916, -3.052, 0.154], [2.359, -3.510, -0.590], [1.683, -3.744, 0.757], [3.853, 0.188, -0.172], [5.133, 0.040, -0.985], [5.740, 1.374, -1.473], [6.428, 1.237, -3.136], [7.832, 0.314, -2.713], [8.181, -0.125, -1.541], [9.395, -0.792, -1.742], [9.651, -0.698, -3.004], [8.698, -0.012, -3.696], [2.796, 1.230, -0.679], [2.623, 1.276, -2.211], [2.535, 2.691, -2.701], [3.491, 3.340, -2.981], [1.276, 3.174, -2.761], [1.090, 4.248, -3.664], [1.005, 3.860, -5.094], [0.959, 5.330, -3.253], [-5.395, 0.820, 8.298], [-4.259, -0.443, 7.825], [-3.660, 1.147, 8.211], [-4.542, 0.142, 5.642], [-3.879, 1.758, 6.014], [-6.042, 2.598, 6.575], [-6.790, 1.030, 6.398], [-6.767, 2.958, 4.467], [-5.333, 2.031, 3.958], [-7.895, 0.617, 4.594], [-7.762, 1.463, 3.034], [-6.805, -1.154, 3.757], [-5.380, -0.195, 3.488], [-7.681, -0.698, 1.606], [-6.419, 0.466, 1.214], [-6.438, -2.492, 1.105], [-5.086, -1.917, 2.032], [-5.521, -1.772, -0.873], [-4.929, -0.265, -0.228], [-3.209, -2.140, 0.965], [-3.683, -2.972, -0.494], [-3.077, -0.609, -1.647], [-1.865, -1.859, -1.368], [-2.426, 0.429, 0.548], [-1.167, -0.789, 0.695], [-0.356, -0.052, -1.604], [-1.458, 1.343, -1.450], [-0.179, 1.500, 0.930], [0.332, 2.423, -0.448], [1.862, 0.687, 1.088], [1.627, -0.906, -1.356], [0.867, -1.275, 0.067], [3.079, -1.287, 1.147], [3.664, -2.187, -1.647], [1.634, -3.281, -1.374], [2.845, -4.438, -0.878], [1.318, -2.841, 1.248], [0.816, -4.385, 0.614], [2.341, -4.243, 1.463], [4.139, 0.554, 0.813], [5.001, -0.632, -1.831], [5.889, -0.427, -0.360], [5.036, 2.195, -1.515], [6.543, 1.658, -0.799], [10.522, -1.108, -3.481], [3.079, 2.210, -0.305], [1.723, 0.750, -2.531], [3.456, 0.812, -2.728], [0.085, 3.316, -5.296], [1.022, 4.772, -5.676], [1.840, 3.227, -5.388], [3.478, -1.227, -5.325], [2.390, -1.871, -4.535], [2.308, -1.599, -3.338], [1.656, -2.627, -5.107], [4.054, -0.583, -4.670], [4.091, -2.024, -5.734], [3.002, -0.663, -6.123]]}

---

# 3
{"formula": "C2H8NPS", "method": "ωB97M-V/def2-TZVPD", "gap_ha": [0.2459, 0.3016], "e_homo_ha": [-0.26174, -0.28919], "total_charge": 0, "total_energy_ha": -875.15230, "symbols": ["C", "C", "N", "P", "S", "H", "H", "H", "H", "H", "H", "H", "H"], "positions_angstrom": [[1.705, 0.708, 0.343], [0.471, -1.794, -0.273], [-1.689, 0.874, -0.654], [-2.309, -0.141, 0.568], [1.076, -0.407, -0.964], [2.729, 0.392, 0.402], [1.270, 0.621, 1.425], [1.463, 1.708, -0.007], [0.395, -2.033, 0.858], [-0.082, -2.526, -0.894], [-0.787, 0.758, -0.968], [-2.203, 1.104, -1.433], [-2.037, 0.735, 1.596]]}

---

# 4
{"formula": "C27H21N7O7SSn", "method": "ωB97M-V/def2-TZVPD", "gap_ha": 0.2354, "e_homo_ha": -0.07463, "total_charge": -2, "total_energy_ha": -2564.21292, "symbols": ["Sn", "O", "C", "N", "C", "C", "C", "C", "C", "C", "N", "C", "O", "C", "C", "C", "C", "C", "N", "C", "C", "C", "C", "C", "N", "H", "H", "H", "H", "H", "H", "H", "H", "H", "H", "H", "H", "O", "C", "C", "C", "N", "C", "C", "C", "O", "O", "C", "O", "O", "H", "H", "H", "C", "N", "C", "N", "S", "H", "H", "H", "H", "H", "H"], "positions_angstrom": [[0.073, 0.461, -0.125], [2.512, -1.399, -3.385], [1.938, -0.728, -2.515], [0.805, -0.957, -1.857], [0.076, -2.142, -2.015], [0.579, -3.318, -2.574], [-0.206, -4.463, -2.667], [-1.508, -4.456, -2.199], [-2.035, -3.295, -1.641], [-1.268, -2.128, -1.552], [-1.711, -0.900, -1.065], [-2.995, -0.605, -0.879], [-3.984, -1.360, -0.871], [-3.248, 0.872, -0.605], [-4.526, 1.281, -0.242], [-4.747, 2.616, 0.034], [-3.685, 3.507, -0.046], [-2.442, 3.015, -0.408], [-2.234, 1.733, -0.700], [2.590, 0.585, -2.142], [3.962, 0.734, -2.298], [4.536, 1.954, -1.997], [3.721, 2.999, -1.581], [2.365, 2.762, -1.440], [1.812, 1.576, -1.704], [1.592, -3.322, -2.939], [0.210, -5.361, -3.112], [-2.128, -5.342, -2.284], [-3.055, -3.270, -1.288], [-5.301, 0.531, -0.164], [-5.727, 2.961, 0.342], [-3.807, 4.556, 0.189], [-1.567, 3.656, -0.437], [4.540, -0.114, -2.637], [5.607, 2.098, -2.084], [4.127, 3.971, -1.337], [1.692, 3.526, -1.071], [5.831, 2.582, 2.961], [4.597, 2.204, 2.488], [4.327, 0.890, 2.147], [3.060, 0.578, 1.680], [2.127, 1.508, 1.488], [2.391, 2.777, 1.814], [3.611, 3.163, 2.352], [1.324, 3.861, 1.517], [1.483, 4.940, 2.119], [0.435, 3.539, 0.693], [2.692, -0.896, 1.408], [3.577, -1.726, 1.647], [1.508, -1.116, 1.018], [6.380, 1.792, 2.996], [5.060, 0.098, 2.256], [3.764, 4.197, 2.629], [-4.205, -4.045, 1.893], [-4.326, -2.640, 2.220], [-3.298, -1.761, 2.328], [-2.136, -2.132, 1.753], [-3.500, -0.321, 3.157], [-5.118, -4.384, 1.405], [-4.032, -4.657, 2.785], [-3.381, -4.211, 1.207], [-5.139, -2.343, 2.730], [-2.173, -2.707, 0.921], [-1.422, -1.421, 1.685]]}